ORCA calculation (ωB97M-V with the def2-TZVPD basis set) on a molecular structure, C3H8O5 at a distorted geometry.

```
16
Properties=species:S:1:pos:R:3:lowdin_charge:R:1
O -1.423 -1.194 0.640 0.045
O 1.393 -0.985 0.805 0.050
O 2.241 1.506 0.310 -0.194
O -2.291 0.533 -0.509 0.040
O -0.881 -0.853 -1.584 0.045
C -1.171 -0.264 -0.362 -0.606
C 0.183 0.965 0.190 -0.010
C 1.204 0.025 -0.093 -0.256
H -0.096 1.113 1.225 0.129
H 2.104 -1.561 0.499 0.134
H -0.578 -1.560 0.941 0.088
H 2.370 1.535 1.268 0.019
H -1.692 -1.262 -1.929 0.121
H 1.478 -0.169 -1.125 0.156
H -2.865 0.424 0.260 0.113
H 0.025 1.747 -0.537 0.124
```

Results
* orbital gap: 8.68 eV
* multiplicity: 1
* total charge: 0
* E_HOMO: -8.29 eV

***

ORCA calculation (ωB97M-V with the def2-TZVPD basis set) on a molecular structure, C14H9AlI2N3OS4 at a distorted geometry.

```
34
Properties=species:S:1:pos:R:3:lowdin_charge:R:1
I -2.642 2.378 4.016 0.065
I -1.142 2.210 6.195 0.093
S 0.439 -1.341 4.463 0.955
S 2.512 0.531 3.713 1.003
S -1.446 -0.693 2.034 0.673
S 0.919 1.623 1.368 0.727
Al -0.035 -0.188 0.484 -0.188
O 2.700 -0.986 5.810 -0.007
N 0.234 -0.578 -2.244 0.183
N -0.505 0.003 -1.455 0.018
N 1.405 -1.229 -0.230 0.063
C -3.337 2.313 -1.237 -0.055
C 0.109 -0.458 3.017 -1.064
C 3.201 -2.654 -1.736 -0.009
C 2.100 -0.672 4.830 -1.040
C -1.525 0.877 -1.866 -0.224
C 3.332 -2.619 -0.359 0.019
C -2.332 1.406 -0.879 -0.018
C 2.456 -1.800 0.368 -0.011
C 1.266 -1.281 -1.595 -0.225
C 2.123 -2.058 -2.364 0.050
C 0.986 0.506 2.704 -1.080
C -2.778 2.002 -3.557 -0.032
C -3.556 2.571 -2.535 -0.063
C -1.742 1.154 -3.222 0.012
H 4.036 -3.319 0.110 0.139
H 3.884 -3.221 -2.307 0.118
H 2.399 -1.695 1.484 0.144
H -1.209 0.555 -3.895 0.101
H 2.008 -2.222 -3.444 0.144
H -4.492 3.063 -2.880 0.137
H -3.006 2.309 -4.625 0.145
H -4.036 2.461 -0.346 0.152
H -2.329 1.053 0.183 0.076
```

Results
* orbital gap: 5.03 eV
* multiplicity: 1
* total charge: +1
* E_HOMO: -10.95 eV

***

ORCA calculation (ωB97M-V with the def2-TZVPD basis set) on 2 unconnected molecules or ions with the total composition CH4OS2 at a distorted geometry.

```
8
Properties=species:S:1:pos:R:3:lowdin_charge:R:1
S -1.544 0.969 -0.079 0.720
S 1.908 0.585 0.043 0.252
O -0.390 -1.319 -0.164 -0.129
C -0.451 -0.244 0.610 -0.709
H -0.290 -0.354 1.731 0.099
H -0.889 -1.202 -1.001 0.103
H 2.397 -0.483 -0.720 -0.240
H -0.741 2.048 -0.420 -0.096
```

Results
* orbital gap (spin up / spin down): 7.68 / 7.68 eV
* multiplicity: 1
* total charge: 0
* E_HOMO (spin up / spin down): -8.53 / -8.53 eV

***

ORCA calculation (ωB97M-V with the def2-TZVPD basis set) on a molecular structure, C18H16AsHfNPS4.

```
42
Properties=species:S:1:pos:R:3:lowdin_charge:R:1
Hf 2.268 1.483 1.280 0.500
As 4.134 1.120 3.130 -0.252
S 1.890 1.177 3.642 0.024
S 4.088 3.014 1.814 0.023
S 3.838 -0.323 1.367 0.067
S 5.553 0.820 4.535 0.138
P -0.043 0.248 0.248 0.999
N 2.258 1.735 -1.066 -0.054
C -2.791 -0.188 0.563 -0.084
C 0.168 -3.327 2.110 -0.054
C 1.247 1.247 -2.007 -0.296
C 0.594 -4.196 1.113 -0.053
C -0.809 0.090 -2.448 -0.062
C -0.662 0.335 -3.800 -0.044
C 0.145 -1.528 0.515 -0.393
C -1.736 0.718 0.665 -0.372
C 0.577 -2.398 -0.483 -0.079
C 0.144 0.541 -1.534 -0.314
C 1.397 1.495 -3.365 -0.016
C 0.797 -3.732 -0.178 -0.060
C -3.270 2.436 1.355 -0.062
C -4.080 0.226 0.850 -0.056
C -4.320 1.538 1.241 -0.054
C -1.976 2.026 1.074 -0.098
C -0.050 -1.994 1.817 -0.101
C 0.443 1.039 -4.257 -0.042
H -0.369 -1.312 2.597 0.107
H 2.480 2.704 -1.308 0.113
H -1.409 -0.018 -4.498 0.119
H 2.258 2.047 -3.721 0.125
H -5.328 1.857 1.468 0.115
H -2.602 -1.216 0.279 0.112
H -4.898 -0.477 0.777 0.115
H -1.155 2.728 1.182 0.094
H 0.770 -5.237 1.347 0.114
H 0.560 1.235 -5.314 0.120
H -1.675 -0.450 -2.088 0.115
H -3.454 3.452 1.675 0.114
H 1.129 -4.409 -0.953 0.113
H 0.739 -2.045 -1.494 0.103
H 3.131 1.227 -1.247 0.097
H 0.016 -3.687 3.118 0.116
```

Results
* orbital gap: 7.64 eV
* multiplicity: 1
* total charge: +1
* E_HOMO: -11.73 eV

***

> multiplicity of number 4 (C18H16AsHfNPS4)?

1